1.
{
  "formula": "C5H8O2",
  "method": "ωB97M-V/def2-TZVPD",
  "orbital_gap_ev": 8.402,
  "species": ["O", "C", "C", "O", "C", "C", "C", "H", "H", "H", "H", "H", "H", "H", "H"],
  "xyz": [[-2.6067, 0.9621, 0.4386], [-2.2069, -0.3320, 0.8114], [-0.9716, -0.7807, 0.0451], [0.0957, 0.1108, 0.4063], [1.1911, 0.1245, -0.3769], [2.4073, 0.6344, 0.0753], [3.3075, 1.4010, 0.5492], [-1.8577, 1.5495, 0.6015], [-3.0419, -1.0023, 0.5783], [-2.0095, -0.4072, 1.8918], [-1.1574, -0.7189, -1.0354], [-0.6906, -1.8087, 0.3083], [1.0465, -0.2385, -1.3970], [2.4488, -0.6241, -0.0713], [4.2316, 1.0598, 1.0038]]
}

2.
{
  "formula": "C5H8O2",
  "method": "ωB97M-V/def2-TZVPD",
  "smiles": "CCCC(=O)C=O",
  "orbital_gap_ev": 9.437,
  "species": ["C", "C", "C", "C", "O", "C", "O", "H", "H", "H", "H", "H", "H", "H", "H"],
  "xyz": [[-2.2354, 0.0644, -0.6739], [-1.0542, -0.4273, 0.1567], [0.2710, 0.2409, -0.1954], [1.3972, -0.2780, 0.6614], [1.2749, -1.1278, 1.5170], [2.7992, 0.3035, 0.4599], [3.0225, 1.2913, -0.1939], [-2.3956, 1.1416, -0.5495], [-3.1542, -0.4455, -0.3649], [-2.0891, -0.1320, -1.7423], [-0.9402, -1.5110, 0.0383], [-1.2537, -0.2653, 1.2219], [0.5446, 0.0756, -1.2483], [0.2292, 1.3338, -0.0863], [3.5839, -0.2641, 0.9993]]
}

3.
{
  "formula": "C5H8O2",
  "method": "ωB97M-V/def2-TZVPD",
  "smiles": "C[C@@]1(O)CCC1=O",
  "orbital_gap_ev": 10.650,
  "species": ["C", "C", "O", "C", "C", "C", "O", "H", "H", "H", "H", "H", "H", "H", "H"],
  "xyz": [[0.8903, -0.5958, -1.3070], [-0.2331, -0.4955, -0.2829], [-1.1547, -1.5352, -0.4682], [0.2898, -0.2288, 1.1621], [0.0416, 1.2948, 0.9806], [-0.8638, 0.8922, -0.1734], [-1.9003, 1.3108, -0.6226], [1.3892, -1.5631, -1.1902], [0.4827, -0.5350, -2.3203], [1.6364, 0.1965, -1.1796], [-2.0006, -1.1229, -0.6988], [-0.3888, -0.6700, 1.8966], [1.3177, -0.5405, 1.3649], [-0.4400, 1.8495, 1.7884], [0.9338, 1.8343, 0.6474]]
}

4.
{
  "formula": "C5H8O2",
  "method": "ωB97M-V/def2-TZVPD",
  "smiles": "C[C@@]1(O)C[C@H]2O[C@H]21",
  "orbital_gap_ev": 10.770,
  "species": ["C", "C", "O", "C", "C", "O", "C", "H", "H", "H", "H", "H", "H", "H", "H"],
  "xyz": [[0.1855, -1.5752, 0.5645], [0.0958, -0.0659, 0.5011], [0.3544, 0.4793, 1.8006], [0.9690, 0.6620, -0.5523], [-0.2931, 1.1132, -1.2775], [-1.0208, -0.0800, -1.5980], [-1.1518, 0.4352, -0.2938], [0.0014, -2.0127, -0.4213], [1.1827, -1.8544, 0.9109], [-0.5445, -1.9727, 1.2797], [-0.4187, 0.9377, 2.1493], [1.4366, 1.5238, -0.0766], [1.6970, 0.0468, -1.0905], [-0.3197, 1.9393, -1.9899], [-2.1737, 0.4235, 0.0940]]
}

5.
{
  "formula": "C5H8O2",
  "method": "ωB97M-V/def2-TZVPD",
  "smiles": "C=C=O.C=CCO",
  "orbital_gap_ev": 10.290,
  "species": ["C", "C", "O", "H", "H", "C", "C", "C", "O", "H", "H", "H", "H", "H", "H"],
  "xyz": [[0.5325, -1.1686, 2.2822], [0.3586, -1.9928, 1.2731], [0.0126, -2.7986, 0.5051], [1.3855, -0.5116, 2.2758], [0.1956, -1.4662, 3.2615], [-1.1499, 1.0561, -2.3065], [-0.8182, 0.7256, -1.0707], [0.5882, 0.6536, -0.5587], [0.7497, 1.2670, 0.6840], [-2.1737, 1.0576, -2.6414], [-0.4119, 1.3835, -3.0204], [-1.5716, 0.4007, -0.3642], [1.2940, 1.1087, -1.2605], [0.8245, -0.4426, -0.4131], [0.1841, 0.7277, 1.3537]]
}

6.
{
  "formula": "C5H8O2",
  "method": "ωB97M-V/def2-TZVPD",
  "smiles": "C/C=C(/O)CC=O",
  "orbital_gap_ev": 9.295,
  "species": ["C", "C", "C", "O", "C", "C", "O", "H", "H", "H", "H", "H", "H", "H", "H"],
  "xyz": [[0.1469, -0.2694, 2.1457], [1.0554, 0.0937, 1.0198], [0.6976, 0.2518, -0.2498], [1.6381, 0.4060, -1.2273], [-0.7378, 0.4092, -0.6915], [-1.1136, -0.3466, -1.9344], [-0.3126, -0.7785, -2.7371], [-0.0010, 0.6341, 2.7402], [0.6278, -1.0652, 2.7288], [-0.8248, -0.6735, 1.8366], [2.0978, 0.2563, 1.2856], [1.2892, -0.0848, -1.9933], [-1.4438, 0.1703, 0.1089], [-0.9201, 1.4741, -0.9214], [-2.1990, -0.4775, -2.1109]]
}

7.
{
  "formula": "C5H8O2",
  "method": "ωB97M-V/def2-TZVPD",
  "smiles": "C[C@@H]1[C@H](O)[C@@H]2O[C@H]12",
  "orbital_gap_ev": 10.734,
  "species": ["C", "C", "C", "O", "C", "O", "C", "H", "H", "H", "H", "H", "H", "H", "H"],
  "xyz": [[-1.4868, -1.1941, -0.0998], [-0.2481, -0.4702, 0.3947], [-0.0981, 1.0846, 0.3445], [-0.5946, 1.7003, -0.8091], [1.4301, 0.8338, 0.2403], [1.5761, 0.3967, -1.1073], [1.1996, -0.5710, -0.1051], [-1.3069, -2.2725, -0.1826], [-1.8562, -0.8179, -1.0562], [-2.2838, -1.0595, 0.6432], [-0.0937, -0.7424, 1.4487], [-0.4879, 1.6282, 1.2069], [0.0513, 1.4626, -1.4998], [2.2592, 1.3075, 0.7550], [1.8460, -1.4404, -0.0490]]
}

8.
{
  "formula": "C5H8O2",
  "method": "ωB97M-V/def2-TZVPD",
  "orbital_gap_ev": [7.919, 7.080],
  "species": ["O", "C", "C", "C", "C", "C", "O", "H", "H", "H", "H", "H", "H", "H", "H"],
  "xyz": [[-2.2489, 1.2786, -0.1944], [-1.2339, 0.5906, 0.3987], [-0.2617, -1.2008, -0.6625], [1.1030, -0.6212, -0.5220], [1.1028, -0.0008, 0.8834], [0.0438, 1.0357, 0.5451], [1.4939, 0.2666, -1.3811], [-1.8658, 1.9463, -0.7796], [-1.6208, -0.2391, 0.9879], [-0.5621, -2.0115, 0.0048], [-0.7282, -1.2022, -1.6493], [1.5733, -1.6667, -0.7001], [0.7891, -0.6603, 1.7046], [2.0693, 0.4490, 1.1140], [0.3463, 2.0356, 0.2505]]
}

9.
{
  "formula": "C5H8O2",
  "method": "ωB97M-V/def2-TZVPD",
  "smiles": "O=C1CC1.C=CO",
  "orbital_gap_ev": 9.737,
  "species": ["O", "C", "C", "C", "H", "H", "H", "H", "C", "C", "O", "H", "H", "H", "H"],
  "xyz": [[1.4978, 0.1026, -1.3195], [1.4887, -0.2783, -0.1765], [0.7294, -0.8935, 0.9091], [2.2299, -0.5013, 1.0729], [-0.0152, -0.2813, 1.4143], [0.4718, -1.9471, 0.8290], [2.9665, -1.3019, 1.0945], [2.4633, 0.3430, 1.7179], [-2.2481, 1.2356, -0.1142], [-1.4690, 0.7031, -1.0505], [-1.4945, -0.6180, -1.3737], [-2.1911, 2.2995, 0.0846], [-2.9565, 0.6342, 0.4466], [-0.7524, 1.3002, -1.6104], [-0.7206, -0.7967, -1.9239]]
}

10.
{
  "formula": "C5H8O2",
  "method": "ωB97M-V/def2-TZVPD",
  "smiles": "C#C[C@](C)(O)CO",
  "orbital_gap_ev": 11.066,
  "species": ["C", "C", "C", "C", "O", "C", "O", "H", "H", "H", "H", "H", "H", "H", "H"],
  "xyz": [[2.5808, 0.0383, -0.2272], [1.3964, -0.2285, -0.1850], [-0.1165, -0.3922, -0.1973], [-0.6757, -1.4359, 0.7960], [-0.6367, -0.5281, -1.5375], [-0.8175, 0.9136, 0.2082], [-0.5228, 1.9469, -0.7094], [3.6200, 0.3373, -0.2977], [-1.2259, -0.9015, 1.5596], [0.0652, -2.0534, 1.2870], [-1.4017, -2.1084, 0.3625], [-0.6167, 0.4411, -1.9119], [-0.6607, 1.1952, 1.2542], [-1.8691, 0.6682, 0.0435], [0.3942, 2.2048, -0.5701]]
}

11.
{
  "formula": "C5H8O2",
  "method": "ωB97M-V/def2-TZVPD",
  "smiles": "C[C@@]1(O)C[C@H]2O[C@H]21",
  "orbital_gap_ev": 10.643,
  "species": ["C", "C", "O", "C", "C", "O", "C", "H", "H", "H", "H", "H", "H", "H", "H"],
  "xyz": [[1.5233, 0.6655, -0.3368], [0.3611, -0.0106, 0.3529], [0.6661, -0.3615, 1.6925], [-1.0310, 0.6870, 0.4440], [-1.6553, -0.5022, -0.2792], [-1.1363, -0.3459, -1.5634], [-0.3461, -1.1096, -0.5023], [1.2357, 0.9225, -1.3592], [1.8368, 1.5690, 0.1935], [2.3801, -0.0208, -0.3799], [1.3650, -1.0259, 1.7109], [-1.3528, 0.8450, 1.4690], [-1.1313, 1.5968, -0.1546], [-2.6240, -0.9633, -0.1346], [-0.2049, -1.8151, -1.3201]]
}

12.
{
  "formula": "C5H8O2",
  "method": "ωB97M-V/def2-TZVPD",
  "smiles": "C=C(C=O)OCC",
  "orbital_gap_ev": 10.029,
  "species": ["C", "C", "C", "O", "O", "C", "C", "H", "H", "H", "H", "H", "H", "H", "H"],
  "xyz": [[-0.6636, -1.6167, -0.6622], [-0.9795, -0.5676, 0.0939], [-2.3318, 0.0662, 0.0009], [-3.1978, -0.2874, -0.7675], [-0.1626, -0.0099, 1.0428], [0.7175, 1.0132, 0.5614], [2.0226, 0.4399, 0.0379], [-1.4035, -2.0010, -1.3584], [0.3043, -2.1025, -0.5929], [-2.4810, 0.9034, 0.7168], [0.2109, 1.6043, -0.2151], [0.9017, 1.6679, 1.4183], [2.5132, -0.1510, 0.8171], [2.7016, 1.2453, -0.2632], [1.8480, -0.2039, -0.8298]]
}

13.
{
  "formula": "C5H8O2",
  "method": "ωB97M-V/def2-TZVPD",
  "orbital_gap_ev": 8.154,
  "species": ["C", "C", "O", "C", "C", "C", "O", "H", "H", "H", "H", "H", "H", "H", "H"],
  "xyz": [[-1.9654, -0.3900, -0.8484], [-0.6693, 0.0879, -0.2722], [-0.5576, 1.4406, -0.0110], [1.3741, 0.1776, 1.4179], [1.9511, 0.2174, 0.1744], [0.3329, -0.7993, -0.0183], [0.5437, -1.9974, -0.0336], [-2.7911, -0.1971, -0.1514], [-2.2058, 0.1199, -1.7936], [-1.9160, -1.4633, -1.0437], [-0.9752, 1.9154, -0.7422], [0.8056, 1.0217, 1.7913], [1.5328, -0.6683, 2.0788], [1.8853, 1.1172, -0.4280], [2.6448, -0.5552, -0.1400]]
}

14.
{
  "formula": "C5H8O2",
  "method": "ωB97M-V/def2-TZVPD",
  "orbital_gap_ev": 8.914,
  "species": ["C", "C", "C", "C", "O", "C", "O", "H", "H", "H", "H", "H", "H", "H", "H"],
  "xyz": [[1.9608, -0.3179, 0.6887], [0.7557, 0.0772, -0.0846], [-0.0943, -0.6432, -1.0319], [-0.7322, -0.0944, 0.2566], [-1.3296, -0.9221, 1.1769], [-0.6430, 1.3748, 0.4184], [0.5228, 1.4866, -0.2863], [2.8641, -0.1147, 0.1068], [1.9116, -1.3854, 0.9153], [2.0114, 0.2420, 1.6276], [-0.3227, -0.2067, -2.0037], [0.0062, -1.7258, -0.9997], [-2.1553, -1.2445, 0.7931], [-2.5497, 1.5702, -1.0810], [-2.2059, 1.9039, -0.4964]]
}

15.
{
  "formula": "C5H8O2",
  "method": "ωB97M-V/def2-TZVPD",
  "smiles": "CC(O)=C=O.C=C",
  "orbital_gap_ev": 9.010,
  "species": ["C", "C", "O", "C", "O", "H", "H", "H", "H", "C", "C", "H", "H", "H", "H"],
  "xyz": [[1.2135, 0.8554, 2.0330], [0.6233, 0.2642, 0.7857], [0.6246, -1.1112, 0.6366], [0.0708, 1.1063, -0.0738], [-0.3857, 2.0018, -0.6806], [0.7345, 0.4228, 2.9182], [2.2927, 0.6604, 2.0915], [1.0700, 1.9400, 2.0548], [1.5471, -1.4000, 0.6045], [-1.6725, -1.0753, -1.2572], [-0.9384, -0.5209, -2.2165], [-1.3354, -1.9577, -0.7228], [-2.6174, -0.6400, -0.9400], [0.0211, -0.9379, -2.5152], [-1.2482, 0.3923, -2.7181]]
}

16.
{
  "formula": "C5H8O2",
  "method": "ωB97M-V/def2-TZVPD",
  "orbital_gap_ev": 11.179,
  "species": ["C", "C", "C", "C", "C", "O", "O", "H", "H", "H", "H", "H", "H", "H", "H"],
  "xyz": [[-0.9318, 1.2723, -0.5045], [-0.1259, 0.1316, 0.0805], [-0.9386, -0.9056, 0.8288], [0.9492, -0.4868, -0.8029], [1.8765, -0.1069, 0.3214], [3.0430, -0.2230, 0.5380], [0.9128, 0.6097, 1.0146], [-0.2682, 2.0104, -0.9667], [-1.6115, 0.8877, -1.2741], [-1.5282, 1.7708, 0.2655], [-0.4502, -1.8651, 1.0311], [-1.0910, -0.4811, 1.8329], [-1.9006, -1.1496, 0.3735], [0.8769, -1.5465, -1.0365], [1.1875, 0.0824, -1.7016]]
}

17.
{
  "formula": "C5H8O2",
  "method": "ωB97M-V/def2-TZVPD",
  "orbital_gap_ev": [5.407, 7.913],
  "species": ["C", "C", "C", "C", "C", "O", "O", "H", "H", "H", "H", "H", "H", "H", "H"],
  "xyz": [[-1.1675, -0.7408, -0.0743], [1.1156, -0.2403, -1.8114], [-1.2724, 0.3323, -0.9580], [0.4965, -0.1763, 1.1910], [0.2975, 0.9958, 1.8471], [0.0579, 0.4688, -1.8529], [-1.9830, 1.2826, -1.0784], [-1.9993, -0.8594, 0.6022], [-0.7005, -1.6607, -0.3942], [0.5730, -1.0894, 1.7722], [1.1337, -0.1773, 0.2763], [1.0990, -1.2900, -1.5270], [2.0174, 0.2020, -2.2236], [0.1475, 1.0227, 2.9186], [0.1847, 1.9299, 1.3125]]
}

For reference, energy above the lowest of the compared OMol25 structures with the same formula, charge and spin by record: 5.897, 0.778, 0.969, 2.565, 2.638, 1.221, 2.654, 5.519, 2.810, 2.823, 3.332, 1.643, 3.313, 5.999, 2.813, 0.292, 5.670 eV.